# C30H23AsBF4IrN3O3

C30H23AsBF4IrN3O3 as an isolated structure (ωB97M-V/def2-TZVPD, the Open Molecules 2025 dataset).

Each line ends with the Löwdin charge.
CARTESIAN COORDINATES (ANGSTROEM)
Ir 1.508 -0.227 -1.072  1.68
O 5.091 -1.932 -1.758  0.24
C 3.981 -1.775 -1.392  -0.35
N 3.345 -0.442 -1.327  -0.06
C 4.207 0.738 -1.491  -0.35
O 5.383 0.703 -1.386  0.24
C 3.378 1.929 -1.771  -0.19
C 3.935 3.145 -2.088  0.06
C 3.075 4.187 -2.423  0.02
C 1.712 3.951 -2.430  0.02
C 1.227 2.700 -2.076  -0.06
N 2.056 1.713 -1.739  -0.04
C 2.983 -2.780 -1.007  -0.18
C 3.290 -4.110 -0.929  0.07
C 2.307 -4.985 -0.456  0.03
C 1.101 -4.461 -0.057  0.03
C 0.855 -3.094 -0.179  -0.10
N 1.773 -2.271 -0.670  -0.02
H 5.011 3.249 -2.087  0.15
H 3.468 5.159 -2.687  0.14
H 1.010 4.723 -2.709  0.13
H 0.171 2.480 -2.059  0.12
H 4.277 -4.440 -1.225  0.15
H 2.498 -6.048 -0.403  0.14
H 0.301 -5.086 0.314  0.14
H -0.095 -2.682 0.108  0.09
O -0.074 0.689 -0.710  -0.61
As -1.274 0.584 0.613  1.41
C -1.356 2.310 1.388  -0.31
C -0.365 2.773 2.257  -0.08
C -0.465 4.050 2.778  -0.05
C -1.544 4.858 2.433  -0.03
C -2.527 4.394 1.570  -0.04
C -2.439 3.116 1.039  -0.07
C -0.340 -0.640 1.734  -0.32
C 1.037 -0.417 1.856  -0.17
C 1.815 -1.319 2.572  -0.05
C 1.212 -2.419 3.169  -0.03
C -0.157 -2.622 3.054  -0.03
C -0.946 -1.740 2.321  -0.06
C -2.965 0.121 -0.064  -0.34
C -3.228 0.140 -1.424  -0.08
C -4.529 -0.113 -1.842  -0.03
C -5.521 -0.378 -0.911  -0.02
C -5.240 -0.387 0.451  -0.04
C -3.953 -0.125 0.892  -0.09
H 0.457 2.139 2.560  0.09
H 0.287 4.413 3.466  0.12
H -1.623 5.853 2.850  0.12
H -3.368 5.024 1.316  0.12
H -3.211 2.750 0.373  0.11
H 1.481 0.519 1.535  0.08
H 2.878 -1.146 2.688  0.12
H 1.810 -3.116 3.742  0.13
H -0.618 -3.481 3.522  0.13
H -2.001 -1.938 2.181  0.12
H -2.446 0.303 -2.152  0.11
H -4.755 -0.131 -2.898  0.13
H -6.528 -0.585 -1.248  0.12
H -6.019 -0.600 1.170  0.12
H -3.738 -0.105 1.954  0.12
F -2.105 -2.867 -0.593  0.11
B -1.575 -2.679 -1.886  -1.21
F -2.503 -2.367 -2.823  0.20
F -0.734 -3.725 -2.226  0.16
F -0.676 -1.480 -1.707  -0.06

Cartesian forces, eV/Å:
Ir -0.17 -0.16 -0.56
O -0.02 -0.09 -0.03
C -0.01 0.15 0.06
N -0.10 0.17 0.19
C 0.01 -0.22 -0.06
O 0.00 0.07 0.06
C 0.08 0.11 -0.09
C -0.03 0.02 -0.04
C 0.04 -0.01 0.01
C -0.04 -0.01 -0.01
C -0.08 0.06 -0.03
N -0.07 -0.14 -0.15
C -0.10 -0.02 0.18
C -0.04 -0.05 0.07
C 0.02 0.02 -0.02
C -0.01 0.01 0.02
C -0.06 -0.02 -0.02
N 0.26 -0.12 -0.27
H 0.00 0.00 0.00
H 0.00 0.00 -0.01
H 0.00 0.00 0.00
H 0.00 0.01 0.02
H 0.00 0.00 -0.01
H 0.01 0.00 0.01
H 0.00 0.00 0.00
H -0.05 -0.01 -0.05
O -0.04 0.13 0.47
As 0.19 0.03 0.30
C 0.06 0.05 -0.15
C -0.06 -0.06 0.06
C -0.03 0.01 -0.02
C 0.02 0.01 0.02
C -0.04 0.00 -0.04
C 0.06 0.02 0.02
C 0.05 -0.01 -0.14
C -0.06 0.07 0.53
C -0.08 -0.02 0.03
C 0.01 0.00 -0.02
C -0.04 -0.04 0.01
C 0.02 0.00 -0.04
C -0.02 -0.01 0.03
C -0.17 -0.06 -0.10
C 0.13 -0.01 0.02
C -0.04 -0.01 -0.01
C 0.09 0.00 0.05
C -0.04 0.00 -0.08
H 0.01 0.00 0.00
H 0.00 0.00 0.00
H 0.00 0.00 0.00
H 0.00 0.00 0.00
H -0.01 0.01 0.00
H 0.04 -0.08 -0.14
H -0.01 0.01 0.03
H 0.01 0.00 0.00
H 0.00 0.00 0.00
H -0.01 0.00 0.00
H 0.02 -0.01 0.01
H 0.01 0.01 0.00
H 0.00 -0.01 0.00
H -0.01 0.02 -0.01
H 0.00 0.00 0.01
F -0.02 0.03 -0.11
B 0.25 -0.17 0.26
F -0.08 0.06 -0.03
F -0.08 0.04 -0.04
F 0.23 0.25 -0.20

Output
Total energy, eV: -117308.223
Charge: +2
Spin multiplicity: 2
LUMO level (alpha / beta), eV: -9.66 / -9.74
HOMO-LUMO gap (alpha / beta), eV: 5.02 / 4.95
Maximum force, eV/A: 0.6



# C30H23BrClN7NaO3SSbSe4

C30H23BrClN7NaO3SSbSe4 as an isolated structure at a distorted geometry (ωB97M-V/def2-TZVPD, the Open Molecules 2025 dataset).

Each line ends with the Löwdin charge.
CARTESIAN COORDINATES (ANGSTROEM)
Na 0.323 -1.290 1.058  0.16
C 0.282 3.031 2.742  -0.03
C 0.098 1.784 1.905  -0.35
N 1.022 1.112 1.332  0.07
N 2.307 1.454 1.399  -0.01
C 3.313 0.709 0.893  -0.89
N 4.563 1.245 1.079  0.05
S 3.187 -0.714 0.085  0.73
C -1.281 1.341 1.660  -0.29
C -2.388 2.072 2.105  -0.06
C -3.658 1.577 1.863  -0.08
C -3.795 0.394 1.163  -0.10
C -2.635 -0.253 0.747  -0.17
N -1.425 0.196 0.992  0.10
H 1.329 3.248 2.954  0.06
H -0.227 2.912 3.700  0.06
H -0.151 3.891 2.229  0.09
H 2.589 2.228 2.007  0.14
H 4.665 2.236 1.236  0.08
H 5.273 0.800 0.520  0.07
H -2.269 2.991 2.655  0.09
H -4.521 2.103 2.245  0.11
H -4.765 -0.045 0.985  0.09
H -2.685 -1.191 0.211  0.11
Br -5.025 4.494 -3.595  0.65
C -3.864 3.208 -4.409  -0.70
C -3.069 3.598 -5.474  -0.15
C -2.244 2.674 -6.073  -0.05
C -2.185 1.347 -5.609  -0.34
C -3.004 0.991 -4.517  -0.02
C -3.841 1.909 -3.929  -0.13
N -1.542 0.413 -6.362  0.01
N -0.992 -0.651 -5.958  0.04
C -0.526 -0.876 -4.717  -0.29
C -0.451 -2.231 -4.330  -0.04
C -0.198 -2.613 -3.047  -0.02
C 0.042 -1.676 -1.992  -0.35
O 0.191 -2.024 -0.806  -0.05
C 0.130 -0.273 -2.409  -0.14
N 0.490 0.610 -1.480  0.14
C 0.702 1.853 -1.823  -0.15
C 0.661 2.300 -3.145  -0.05
C 0.260 1.414 -4.114  -0.03
C -0.098 0.105 -3.756  -0.10
H -3.104 4.618 -5.826  0.09
H -1.620 2.967 -6.905  0.10
H -2.985 -0.027 -4.152  0.12
H -4.464 1.621 -3.096  0.10
H -0.701 -2.965 -5.085  0.10
H -0.215 -3.659 -2.774  0.10
H 0.952 2.535 -1.019  0.09
H 0.954 3.309 -3.400  0.09
H 0.257 1.712 -5.153  0.11
Cl 5.684 -6.047 4.748  0.61
C 4.510 -4.857 4.275  -0.69
C 4.330 -3.741 5.072  -0.11
C 3.422 -2.776 4.670  0.00
C 2.690 -2.940 3.503  -0.11
C 2.872 -4.072 2.725  0.00
C 3.795 -5.033 3.102  -0.11
C 1.675 -1.891 3.137  -0.75
O 2.027 -0.705 3.258  -0.16
O 0.535 -2.272 2.794  -0.17
H 4.884 -3.622 5.992  0.10
H 3.262 -1.895 5.276  0.12
H 2.288 -4.198 1.826  0.12
H 3.954 -5.913 2.498  0.10
Se -1.683 -3.050 6.787  -0.25
Sb -1.900 -1.801 4.715  -0.02
Se -2.152 0.768 5.354  -0.07
Se -3.681 -2.426 3.196  -0.12
Se -0.176 -0.042 4.264  0.32

Cartesian forces, eV/Å:
Na 0.14 1.11 -0.49
C 0.16 -0.23 -0.10
C 0.91 0.63 -0.10
N -0.83 -0.48 -0.19
N 0.83 1.37 0.83
C 0.27 -0.30 -0.37
N -0.05 0.36 0.27
S -0.23 -0.47 -0.18
C -0.94 0.13 0.03
C 0.54 -0.14 -0.17
C -0.03 -0.25 -0.27
C 0.04 0.32 0.07
C -0.30 0.01 -0.10
N -0.16 0.14 -0.02
H -0.04 0.03 0.02
H -0.02 -0.04 -0.03
H 0.02 0.05 0.00
H -0.17 -0.39 -0.21
H -0.02 0.02 -0.04
H -0.06 0.03 0.09
H 0.05 0.02 0.06
H -0.08 0.02 0.01
H -0.03 -0.06 -0.03
H -0.08 -0.12 -0.03
Br 0.09 -0.10 -0.06
C -0.17 0.26 0.08
C -0.21 0.15 0.28
C 0.25 -0.45 0.12
C -0.82 0.65 0.87
C 0.29 -0.06 -0.27
C -0.09 0.21 0.08
N 0.53 -0.38 -1.41
N -0.08 -0.40 -0.53
C 0.14 -0.07 0.68
C -0.05 0.26 0.00
C -0.02 -0.36 0.05
C -0.11 -0.53 0.28
O -0.21 -0.42 -1.51
C -0.08 0.42 -0.67
N 0.00 0.03 0.29
C 0.07 0.14 0.08
C -0.04 -0.15 -0.18
C 0.13 0.24 0.11
C 0.10 -0.11 0.16
H 0.00 0.07 -0.04
H 0.02 -0.07 -0.13
H 0.03 -0.02 0.03
H -0.06 0.00 0.06
H 0.04 -0.06 -0.09
H 0.02 -0.06 0.05
H 0.07 0.12 0.12
H -0.02 0.08 0.01
H -0.09 -0.01 -0.01
Cl 0.22 -0.30 0.09
C -0.11 0.22 -0.09
C -0.03 0.04 -0.01
C 0.07 -0.09 0.01
C -0.07 0.02 0.07
C 0.03 -0.01 0.13
C 0.06 -0.05 0.00
C 0.47 -0.25 0.39
O 0.61 0.20 -0.05
O 0.11 -1.42 0.57
H 0.06 -0.07 0.01
H -0.03 0.08 -0.04
H -0.09 -0.01 -0.07
H 0.04 -0.07 -0.03
Se 0.18 0.15 -0.48
Sb -0.69 0.39 0.76
Se -0.51 -0.13 0.34
Se 0.45 -0.05 0.13
Se -0.39 0.17 0.74

Output
Total energy, eV: -413799.914
Charge: -2
LUMO level, eV: 3.30
HOMO-LUMO gap, eV: 5.58
Maximum force, eV/A: 1.8



# C30H23Cl3N4O4PdS

C30H23Cl3N4O4PdS as an isolated structure (ωB97M-V/def2-TZVPD, the Open Molecules 2025 dataset).

Each line ends with the Löwdin charge.
CARTESIAN COORDINATES (ANGSTROEM)
Pd -1.022 -0.642 -2.581  0.43
O 2.664 -2.975 1.078  -0.02
C 3.648 -2.607 0.259  -0.31
C 4.976 -2.712 0.691  -0.05
C 6.024 -2.358 -0.141  -0.14
C 5.775 -1.887 -1.425  -0.13
C 4.458 -1.760 -1.847  -0.05
C 3.386 -2.107 -1.037  -0.08
C 1.979 -1.876 -1.572  -0.52
O 1.841 -1.241 -2.629  -0.07
N 1.065 -2.392 -0.752  -0.01
N -0.286 -2.287 -1.100  -0.02
C -1.037 -2.651 -0.117  -0.14
C -2.478 -2.778 -0.018  -0.17
C -2.961 -3.077 1.263  -0.11
C -4.306 -3.166 1.566  -0.17
C -5.223 -2.931 0.525  -0.16
C -4.803 -2.648 -0.747  -0.06
C -3.404 -2.583 -1.120  -0.45
O -3.050 -2.380 -2.302  -0.11
H 1.794 -2.844 0.467  0.05
H 5.155 -3.084 1.694  0.10
H 7.044 -2.451 0.217  0.08
H 6.592 -1.604 -2.078  0.08
H 4.214 -1.369 -2.829  0.10
H -0.526 -2.913 0.817  0.10
H -2.228 -3.227 2.053  0.09
H -4.642 -3.390 2.570  0.06
H -6.289 -2.974 0.736  0.08
H -5.517 -2.470 -1.545  0.09
Cl 4.384 2.252 1.141  0.65
C 2.676 2.475 0.884  -0.66
C 2.034 1.782 -0.123  -0.06
C 0.666 1.946 -0.290  -0.01
C -0.073 2.814 0.517  -0.18
C -1.555 3.043 0.315  -0.29
C -1.867 3.641 -1.063  -0.08
N -1.524 2.836 -2.214  -0.09
C -0.439 3.018 -3.047  -0.12
C -0.416 1.950 -3.890  -0.17
N -1.468 1.092 -3.613  -0.09
C -2.096 1.646 -2.574  -0.21
O -2.442 1.948 0.511  -0.12
C -1.959 0.675 0.934  -0.14
C -1.209 0.709 2.237  -0.30
C -1.606 1.321 3.383  -0.98
Cl -3.076 2.180 3.654  0.64
S -0.462 1.174 4.661  0.94
C 0.584 0.250 3.656  -0.40
C 0.068 0.087 2.415  -0.13
C 0.628 3.501 1.508  -0.56
Cl -0.174 4.625 2.594  0.68
C 1.986 3.338 1.714  -0.15
H 2.560 1.098 -0.775  0.11
H 0.189 1.325 -1.055  0.09
H -1.869 3.808 1.029  0.09
H -1.340 4.593 -1.151  0.13
H -2.942 3.840 -1.085  0.13
H 0.218 3.864 -2.934  0.10
H 0.302 1.716 -4.657  0.09
H -2.999 1.277 -2.116  0.11
H -1.350 0.206 0.153  0.09
H -2.858 0.064 1.032  0.14
H 1.525 -0.127 4.023  0.07
H 0.572 -0.453 1.624  0.12
H 2.488 3.869 2.509  0.10

Cartesian forces, eV/Å:
Pd 0.46 0.05 0.57
O -0.13 -0.01 -0.12
C 0.05 -0.01 -0.04
C -0.02 -0.03 0.02
C 0.03 -0.01 0.00
C 0.01 0.02 0.04
C -0.02 0.04 -0.02
C -0.03 0.07 0.01
C 0.08 0.19 -0.13
O -0.04 -0.11 0.00
N -0.16 0.03 0.19
N -0.06 0.40 -0.02
C 0.02 -0.15 -0.08
C 0.01 0.22 -0.01
C -0.01 0.06 -0.02
C -0.04 0.02 -0.02
C -0.06 -0.01 0.07
C 0.09 -0.01 -0.03
C -0.01 -0.05 0.05
O -0.07 -0.04 -0.05
H 0.03 0.05 0.10
H 0.00 0.00 0.00
H 0.00 0.00 0.00
H 0.01 -0.01 -0.01
H -0.02 0.00 0.01
H 0.10 -0.09 -0.03
H 0.00 -0.01 0.00
H 0.00 0.00 0.01
H 0.00 0.00 0.00
H 0.00 0.00 0.00
Cl 0.04 0.01 0.00
C 0.03 -0.06 -0.04
C -0.12 -0.12 -0.06
C 0.00 -0.09 -0.08
C -0.04 -0.06 0.04
C -0.09 -0.06 -0.09
C -0.04 0.01 -0.19
N 0.08 -0.05 0.27
C 0.06 -0.01 -0.06
C 0.07 -0.05 0.12
N -0.22 0.30 -0.26
C 0.02 -0.43 0.18
O 0.06 -0.05 -0.06
C -0.02 0.01 -0.03
C 0.02 0.00 -0.05
C 0.00 0.02 0.03
Cl 0.05 -0.02 -0.02
S 0.03 -0.02 -0.02
C 0.01 -0.01 0.00
C -0.02 -0.05 -0.06
C -0.05 0.03 0.05
Cl 0.04 -0.03 -0.01
C 0.02 0.01 0.00
H 0.09 -0.08 0.02
H -0.09 0.08 0.02
H 0.03 0.00 -0.02
H -0.03 0.02 -0.03
H -0.01 0.01 0.03
H 0.02 0.00 -0.01
H -0.02 0.02 -0.03
H -0.11 0.10 -0.10
H 0.01 -0.01 -0.01
H 0.00 -0.02 -0.01
H -0.02 0.04 0.04
H 0.00 -0.06 -0.04
H 0.00 0.00 -0.01

Output
Total energy, eV: -97516.162
Charge: -2
LUMO level, eV: 3.79
HOMO-LUMO gap, eV: 4.01
Maximum force, eV/A: 0.7



# C30H23ClN7SeV

C30H23ClN7SeV as an isolated structure at a distorted geometry (ωB97M-V/def2-TZVPD, the Open Molecules 2025 dataset).

Each line ends with the Löwdin charge.
CARTESIAN COORDINATES (ANGSTROEM)
V 0.373 0.375 0.814  0.66
C 1.156 -2.844 1.227  0.01
C 0.174 -2.340 2.234  -0.27
C -0.348 -3.225 3.173  0.02
C -1.260 -2.774 4.118  -0.02
C -1.623 -1.443 4.100  0.02
C -1.080 -0.605 3.123  -0.18
N -0.195 -1.060 2.204  0.03
C -1.433 0.788 2.955  -0.17
C -2.134 1.568 3.881  0.03
C -2.409 2.885 3.570  -0.01
C -1.992 3.395 2.341  0.03
C -1.290 2.573 1.470  -0.22
N -1.002 1.299 1.782  -0.01
C -0.869 3.018 0.130  -0.25
C -0.614 4.351 -0.182  0.00
C -0.289 4.673 -1.492  -0.03
C -0.291 3.675 -2.447  0.00
C -0.592 2.366 -2.063  -0.28
C -0.751 1.301 -3.103  0.00
N -0.812 2.045 -0.793  0.14
H 0.618 -3.217 0.355  0.10
H 1.834 -2.051 0.911  0.07
H 1.725 -3.671 1.641  0.10
H -0.043 -4.260 3.158  0.13
H -1.665 -3.455 4.850  0.12
H -2.326 -1.057 4.819  0.11
H -2.445 1.147 4.826  0.12
H -2.943 3.512 4.265  0.12
H -2.225 4.410 2.065  0.12
H -0.644 5.114 0.579  0.12
H -0.063 5.692 -1.768  0.12
H -0.077 3.893 -3.482  0.12
H -1.208 1.734 -3.992  0.09
H 0.210 0.877 -3.395  0.09
H -1.385 0.499 -2.731  0.08
Se 1.488 -4.052 -5.231  1.14
N 2.430 -2.740 -4.522  -0.24
C 1.761 -2.232 -3.504  -0.33
C 2.237 -1.159 -2.681  -0.10
C 3.438 -0.499 -2.895  0.01
C 3.790 0.527 -2.029  -0.04
C 2.957 0.828 -0.959  -0.14
N 1.808 0.211 -0.715  -0.01
C 1.415 -0.755 -1.589  -0.18
C 0.132 -1.307 -1.386  -0.21
N -0.603 -0.790 -0.364  -0.06
C -1.852 -1.214 -0.216  -0.12
C -2.423 -2.200 -1.004  -0.05
C -1.668 -2.798 -2.007  0.00
C -0.375 -2.341 -2.221  -0.11
C 0.484 -2.832 -3.259  -0.33
N 0.172 -3.818 -4.080  -0.24
H 4.064 -0.792 -3.722  0.12
H 4.701 1.084 -2.169  0.11
H 3.252 1.611 -0.273  0.08
H -2.431 -0.745 0.573  0.12
H -3.446 -2.496 -0.836  0.10
H -2.057 -3.592 -2.626  0.12
Cl 1.753 2.105 1.715  0.74
C 2.004 0.429 2.038  -0.60
H 1.887 0.243 3.109  0.03
H 3.003 0.132 1.714  0.03

Cartesian forces, eV/Å:
V 2.21 -0.08 -0.65
C -0.01 0.13 -0.02
C 0.15 -0.48 0.06
C -0.39 0.31 0.37
C 0.45 -0.25 -0.40
C 0.15 0.64 -0.38
C 0.13 -1.46 0.47
N -0.68 -0.08 0.83
C -0.38 1.16 0.03
C 0.22 -0.42 -0.31
C 0.24 0.03 -0.44
C -0.01 -0.28 0.25
C -0.40 0.24 0.33
N -2.19 1.23 1.66
C 0.11 0.63 -0.72
C -0.06 -0.31 0.25
C 0.01 -0.17 -0.09
C -0.05 0.00 0.30
C 0.05 0.11 -0.32
C 0.03 -0.05 -0.01
N -0.06 0.17 0.52
H 0.03 0.01 -0.11
H 0.00 -0.07 -0.05
H 0.08 -0.02 0.02
H 0.08 -0.05 -0.03
H -0.07 -0.02 0.08
H -0.10 0.06 0.06
H 0.00 -0.02 -0.01
H -0.07 0.06 0.07
H -0.01 0.06 -0.07
H -0.01 0.07 0.09
H 0.02 0.07 0.02
H -0.04 0.03 -0.10
H 0.00 -0.05 -0.04
H 0.09 -0.02 -0.02
H 0.01 0.00 -0.01
Se -0.08 0.26 0.27
N 0.49 0.59 0.42
C 0.11 -0.88 -1.10
C 0.72 0.84 0.48
C -0.74 -0.51 0.01
C -0.21 0.36 0.61
C 1.07 0.23 -0.48
N -0.31 0.03 -0.23
C -0.24 -0.69 -0.72
C 0.65 -0.50 -1.07
N -0.33 -0.86 -0.90
C -1.33 -0.95 -0.24
C -0.20 0.75 0.89
C 1.05 0.00 -0.53
C -1.07 0.14 0.80
C 0.36 -0.92 -1.25
N -0.68 0.14 0.64
H 0.07 -0.03 -0.10
H 0.10 0.09 0.04
H -0.06 -0.01 0.03
H 0.00 -0.03 -0.01
H -0.08 0.03 0.07
H -0.06 -0.04 -0.07
Cl 0.49 2.07 0.03
C 0.86 -1.48 0.93
H 0.04 0.10 -0.13
H -0.14 0.06 -0.01

Output
Total energy, eV: -145466.909
Charge: +1
Spin multiplicity: 4
LUMO level (alpha / beta), eV: -3.40 / -3.75
HOMO-LUMO gap (alpha / beta), eV: 4.23 / 7.13
Maximum force, eV/A: 3.0